C48H55BIN8P2SSrTe as an isolated structure in a non-equilibrium geometry. Source: the Open Molecules 2025 dataset; level of theory: ωB97M-V/def2-TZVPD.

Structure (XYZ):
```
118
Properties=species:S:1:pos:R:3:forces:R:3
Sr -2.106944 -1.511430 -1.249076 -1.81 5.05 -14.38
C -4.545603 1.875841 -2.219934 0.03 -0.04 0.19
C -4.062027 1.538479 -0.852640 0.61 -1.09 -0.27
C -4.091416 2.143590 0.406149 0.05 0.01 0.31
C -3.440656 1.281928 1.270217 -0.13 0.45 0.15
C -3.238100 1.518794 2.728047 0.01 0.01 0.11
N -3.038089 0.206059 0.541643 -0.52 0.74 0.95
N -3.421549 0.372717 -0.740923 -1.15 0.70 -0.25
B -2.355555 -1.070063 0.959304 4.17 2.91 3.76
N -3.068086 -2.287062 0.543854 -3.79 -0.72 3.88
N -2.436369 -3.374288 0.146354 -0.89 -3.71 1.72
C -3.130119 -4.468979 0.515876 -0.61 0.54 -0.42
C -2.750095 -5.854257 0.197615 -0.07 -0.19 -0.04
C -4.309128 -4.017713 1.113111 0.07 0.07 0.11
C -4.240195 -2.643154 1.158123 0.07 -0.07 -1.44
C -5.230310 -1.589392 1.488685 -0.15 -0.06 0.24
N -1.948571 -0.999901 2.473069 -0.37 -0.50 -0.16
N -0.867157 -0.226213 2.717645 0.46 0.33 0.25
C -0.594908 -0.316825 4.012099 -0.33 -0.08 -0.55
C 0.531039 0.380789 4.678797 0.07 0.00 -0.04
C -1.515402 -1.162942 4.632705 -0.22 -0.14 -0.02
C -2.359186 -1.592874 3.636368 0.19 -0.16 0.21
C -3.383300 -2.652812 3.863347 -0.09 -0.03 -0.04
H -5.506297 2.387496 -2.192980 -0.09 0.00 -0.05
H -3.814000 2.497024 -2.737935 -0.01 0.03 -0.04
H -4.581683 0.925511 -2.766487 -0.11 0.37 -0.16
H -4.523728 3.085445 0.695332 -0.04 0.08 -0.06
H -3.668278 0.730632 3.352936 0.09 0.06 -0.03
H -2.176587 1.584968 2.955668 -0.04 0.04 0.08
H -3.713055 2.457773 3.006019 -0.06 0.04 -0.08
H -1.064182 -1.138156 0.261415 -1.39 1.27 4.15
H -2.385921 -5.920763 -0.827503 0.06 -0.12 0.05
H -1.947530 -6.182267 0.859146 -0.04 -0.02 -0.05
H -3.612573 -6.505262 0.325579 -0.05 0.04 0.00
H -5.097587 -4.638594 1.494850 -0.11 -0.05 -0.03
H -6.059046 -2.017732 2.047982 -0.02 0.00 -0.01
H -4.770095 -0.791908 2.068944 -0.15 0.01 0.03
H -5.608370 -1.148584 0.562641 0.03 0.01 0.04
H 1.356830 -0.309745 4.864886 0.06 0.05 -0.05
H 0.876763 1.198397 4.059860 0.19 0.23 -0.09
H 0.199704 0.766185 5.643681 0.07 0.10 -0.01
H -1.549802 -1.443787 5.672179 -0.05 -0.07 0.03
H -3.276097 -3.006348 4.888409 -0.01 0.06 0.00
H -4.408345 -2.301817 3.739766 -0.01 -0.07 0.03
H -3.218958 -3.503901 3.205961 0.02 0.00 0.21
C 3.162012 3.664178 -4.761961 0.21 -0.07 0.32
S 4.032555 3.925503 -3.194926 0.09 -0.04 -0.04
C 4.415628 2.192263 -2.780563 -0.23 0.34 -0.14
C 3.221589 1.411297 -2.249912 0.22 0.13 0.07
C 2.855600 1.850918 -0.835125 0.12 -0.03 -0.26
N 1.703783 1.160871 -0.253960 -0.42 -0.27 1.12
P 1.760499 -0.371137 0.612967 1.35 0.68 -0.90
C 3.595114 -0.339499 0.972151 -0.20 -0.12 0.30
C 4.587278 -0.835471 0.127816 0.06 -0.03 0.00
C 5.929581 -0.703376 0.450506 0.05 0.04 0.00
C 6.311892 -0.075120 1.626375 0.03 -0.01 -0.01
C 5.338003 0.419720 2.478824 0.05 0.07 0.06
C 3.997526 0.286222 2.149617 0.00 0.00 0.07
C 1.885251 -1.506372 -0.819179 -0.06 -0.21 1.03
C 2.287571 -2.828002 -0.652668 0.31 -0.16 -0.24
C 2.354899 -3.661160 -1.758803 0.04 0.10 0.13
C 1.903641 -3.220319 -2.999927 0.13 0.16 -0.06
C 1.432780 -1.923351 -3.145658 0.34 -0.37 -0.14
C 1.506348 -1.071290 -2.052439 -1.55 0.31 -1.04
P 0.222360 1.993896 0.000886 0.35 0.40 -1.01
C 0.113177 2.899814 -1.625298 -0.24 0.06 0.36
C -0.459719 2.237860 -2.709150 0.08 0.13 0.16
C -0.615842 2.873672 -3.934273 0.12 -0.08 0.02
C -0.202203 4.188167 -4.085221 -0.03 -0.03 -0.04
C 0.384768 4.853478 -3.017677 0.02 0.07 0.06
C 0.539113 4.218106 -1.796323 -0.04 -0.04 -0.08
C 0.698652 3.439979 1.033622 -0.20 -0.17 0.36
C -0.288083 4.401078 1.265842 0.02 -0.07 0.07
C -0.075827 5.436399 2.158479 -0.07 0.07 -0.02
C 1.133103 5.536130 2.835503 0.07 0.05 0.01
C 2.131254 4.608540 2.589644 0.00 0.00 0.08
C 1.911633 3.563003 1.701695 0.01 -0.14 0.01
H 2.789238 4.634768 -5.076101 -0.07 0.01 -0.06
H 2.323829 2.986014 -4.622645 -0.08 0.04 -0.06
H 3.852628 3.273962 -5.507434 -0.01 -0.02 -0.07
H 5.215859 2.243132 -2.039752 0.06 -0.09 -0.01
H 4.803987 1.731732 -3.689801 0.11 -0.06 0.06
H 3.482800 0.352179 -2.258689 -0.07 0.02 -0.02
H 2.363569 1.554909 -2.909921 0.00 -0.12 -0.01
H 2.628205 2.919337 -0.863768 0.09 -0.05 0.03
H 3.737298 1.716416 -0.196672 -0.09 0.11 -0.04
H 4.324858 -1.330785 -0.796163 -0.06 0.00 -0.01
H 6.681710 -1.085670 -0.228561 0.00 -0.02 0.00
H 7.360336 0.026649 1.876294 0.01 0.00 0.00
H 5.623589 0.912138 3.400726 -0.02 0.00 0.00
H 3.250139 0.691454 2.818587 -0.14 -0.01 0.09
H 2.589757 -3.179427 0.327782 0.02 -0.08 -0.01
H 2.710925 -4.675197 -1.640020 -0.02 -0.07 -0.03
H 1.885836 -3.907683 -3.834653 -0.01 -0.02 -0.07
H 0.985665 -1.567393 -4.067864 0.00 -0.05 0.05
H 1.077862 -0.081945 -2.164719 0.20 -0.02 -0.06
H -0.823559 1.209631 -2.659382 -0.03 0.07 0.06
H -1.059147 2.287332 -4.734430 -0.06 0.08 0.01
H -0.327863 4.694356 -5.034042 0.00 0.02 -0.06
H 0.740914 5.870739 -3.126464 -0.03 0.05 -0.05
H 0.995433 4.760342 -0.979925 0.05 0.03 -0.01
H -1.225605 4.327602 0.725733 -0.08 0.01 0.05
H -0.851237 6.173438 2.328035 -0.03 -0.01 0.00
H 1.296040 6.333773 3.549390 0.00 0.03 -0.03
H 3.083559 4.689544 3.099184 0.01 -0.01 0.01
H 2.695625 2.833591 1.537366 -0.03 -0.02 0.00
Te -2.175742 -0.504732 -4.196059 -0.13 -0.44 -0.09
I 0.013137 -3.662058 2.281168 0.48 -0.66 -0.21
C -0.210297 -4.318067 0.288359 -0.65 0.87 0.02
C 0.237564 -5.452026 -0.278574 0.10 0.24 0.00
C -0.066797 -5.704962 -1.640513 0.21 -0.63 0.02
C -0.760863 -4.753521 -2.350668 -0.18 0.70 0.09
N -1.231178 -3.608445 -1.864337 0.12 -1.04 0.01
C -1.111371 -3.362425 -0.478806 3.89 -4.45 0.87
H 0.868741 -6.128431 0.288819 -0.06 -0.03 -0.03
H 0.313184 -6.591493 -2.126009 0.00 0.00 -0.05
H -0.935743 -4.849736 -3.416040 0.03 -0.15 -0.09
H -0.776263 -2.359907 -0.271025 1.91 -1.11 1.25
```
Positions in Å, forces in eV/Å.

The LUMO energy is 1.721 eV. As for the strongest force on any atom: 15.35 eV Å⁻¹. The energy comes out at -108906.4101 eV. The orbital gap is 3.49 eV. The total charge is -1.

A 2-piece molecular cluster, C5H16N3 overall in a non-equilibrium geometry. Source: the Open Molecules 2025 dataset; level of theory: ωB97M-V/def2-TZVPD.

Structure (XYZ):
```
24
Properties=species:S:1:pos:R:3:forces:R:3
C -0.624819 -0.339337 0.207141 0.19 0.59 0.87
C 0.270967 0.663116 -0.507776 0.35 0.36 -1.03
C -3.112737 -0.131694 0.114167 -0.26 0.24 0.10
N -1.935401 0.255098 0.553259 0.64 -0.14 -0.49
N -3.246139 -1.223164 -0.682412 0.47 0.34 -0.53
N -4.203251 0.573316 0.390590 -0.31 -0.08 0.31
H -0.756371 -1.277862 -0.306758 -0.08 -0.11 -0.17
H -0.149265 -0.554236 1.159838 -0.06 -0.32 0.13
H 0.510295 0.380243 -1.533725 -0.07 -0.26 0.03
H 1.221856 0.809037 -0.012974 -0.12 -0.35 0.16
H -1.814225 1.143736 1.018047 -0.47 0.11 -0.06
H -2.566308 -1.294080 -1.420871 0.06 -0.47 0.12
H -3.782225 -2.039879 -0.449888 -0.30 0.18 0.07
H -4.203270 1.368225 1.009300 0.06 -0.09 0.08
H -5.061885 0.361004 -0.091807 0.07 -0.06 0.03
H -0.115132 1.675272 -0.622358 -0.54 -0.03 0.29
C 3.648052 -0.792627 -0.052711 -0.55 0.61 -0.01
C 3.735253 0.692792 0.343706 0.40 -0.54 0.06
H 2.807685 -0.975034 -0.728607 0.34 0.01 -0.37
H 4.599673 -1.045648 -0.510804 -0.16 -0.45 -0.12
H 3.448978 -1.448937 0.789840 0.25 0.02 0.25
H 4.214742 0.749643 1.317362 0.18 0.34 -0.01
H 2.793151 1.213479 0.413197 -0.19 0.04 0.18
H 4.320376 1.237537 -0.395756 0.11 0.05 0.12
```
Positions in Å, forces in eV/Å.

The LUMO energy is -3.025 eV. As for the strongest force on any atom: 1.14 eV Å⁻¹. The energy comes out at -9908.8202 eV. The orbital gap is 11.27 eV. The total charge is +1.

C23H18BrN3O4S3Ti as an isolated structure. Source: the Open Molecules 2025 dataset; level of theory: ωB97M-V/def2-TZVPD.

Structure (XYZ):
```
53
Properties=species:S:1:pos:R:3:forces:R:3
Ti -1.702567 0.130152 -0.176835 -0.73 0.57 0.24
O -0.162992 -3.457113 2.006835 -0.04 0.04 0.01
C 0.696347 -3.839583 1.026457 -0.01 0.00 -0.06
C 1.467902 -4.988635 1.191519 0.03 0.00 -0.04
C 2.324316 -5.427615 0.195189 -0.02 0.00 0.03
C 2.412722 -4.714514 -0.987987 0.08 -0.07 -0.05
C 1.648419 -3.569228 -1.149613 -0.05 0.08 0.07
C 0.793962 -3.093514 -0.157049 0.12 0.12 0.07
C -0.054180 -1.865762 -0.450733 -0.24 -0.32 -0.28
O -0.540983 -1.202312 0.641380 -0.08 0.10 0.16
N 0.690397 -0.909665 -1.338653 0.36 -0.07 -0.02
N 0.254516 0.388115 -0.949418 -0.07 0.14 -0.20
C 1.150224 1.344997 -1.125563 0.02 -0.06 -0.06
C 1.293269 2.505239 -0.357925 -0.01 -0.01 0.02
Br 0.337437 2.484713 1.295886 0.10 0.09 -0.04
C 2.204516 3.498809 -0.690077 -0.06 -0.09 -0.04
C 2.566704 4.745998 -0.098970 0.06 0.08 0.02
C 1.803956 5.467790 0.847279 -0.03 -0.02 0.01
C 2.239317 6.680969 1.343560 -0.01 0.03 0.02
C 3.439508 7.250237 0.928900 0.02 0.06 0.02
C 4.197567 6.571788 -0.021743 0.03 0.03 0.00
C 3.773407 5.359239 -0.522118 -0.04 -0.05 -0.02
H -0.208264 -4.155965 2.666490 0.02 -0.02 -0.01
H 1.383021 -5.543805 2.120761 0.00 0.00 0.01
H 2.910725 -6.325926 0.346789 0.00 0.00 0.00
H 3.065066 -5.047187 -1.785510 0.00 -0.01 0.00
H 1.691848 -3.021441 -2.082882 0.00 0.00 0.00
H -0.888467 -2.257552 -1.068015 0.12 0.05 0.03
H 1.679588 -0.970971 -1.102410 -0.05 -0.02 0.16
H 1.918491 1.186832 -1.888525 -0.01 0.00 0.01
H 2.769089 3.257245 -1.588682 0.00 -0.03 -0.01
H 0.850301 5.080662 1.168953 -0.01 -0.01 0.00
H 1.617343 7.202758 2.062444 0.00 0.00 0.00
H 3.768049 8.203383 1.325009 0.00 0.00 0.00
H 5.131958 6.996083 -0.374773 0.00 0.00 0.00
H 4.380493 4.845268 -1.259988 -0.01 -0.01 0.00
S -4.464141 3.876862 0.112958 -0.03 0.21 0.03
C -3.302254 2.695094 0.072682 0.07 -0.08 0.01
S -3.231935 1.425651 1.261575 0.18 -0.18 0.12
S -2.098862 2.487427 -1.121510 0.08 -0.12 0.04
O -3.273258 -1.985447 -3.172253 -0.08 0.07 0.15
C -3.086948 -1.524049 -2.047742 -0.13 -0.31 -0.12
O -2.399698 -0.400356 -1.823500 0.34 -0.06 -0.14
C -3.509949 -2.114715 -0.794687 0.00 -0.18 -0.34
C -4.119787 -3.372776 -0.685825 -0.09 0.10 0.06
C -4.390329 -3.890785 0.552368 -0.01 -0.04 -0.09
C -4.017637 -3.125402 1.696638 0.08 0.18 0.08
C -3.391514 -1.919261 1.517169 -0.12 -0.11 0.22
N -3.136128 -1.386189 0.311975 0.22 -0.05 -0.10
H -4.348735 -3.898874 -1.603826 -0.01 0.01 0.00
H -4.858926 -4.861132 0.664303 0.00 0.00 -0.01
H -4.204509 -3.485496 2.699981 0.01 0.01 0.01
H -3.068393 -1.330042 2.369707 -0.01 -0.03 -0.01
```
Positions in Å, forces in eV/Å.

The LUMO energy (spin up / spin down) is 4.140 / 4.127 eV. As for the strongest force on any atom: 0.95 eV Å⁻¹. The energy comes out at -162469.3661 eV. The orbital gap (spin up / spin down) is 4.08 / 6.23 eV. The total charge is -2. The expectation value of S² is 2.056. Its spin multiplicity is 3.

An isolated molecule of C20H26N2O in a non-equilibrium geometry. Source: the Open Molecules 2025 dataset; level of theory: ωB97M-V/def2-TZVPD.

Structure (XYZ):
```
49
Properties=species:S:1:pos:R:3:forces:R:3
C 2.737981 3.001250 4.290821 0.34 0.26 -0.73
C 2.308116 3.007482 2.824882 -0.17 -0.25 -0.12
C 0.795900 2.802508 2.710463 -0.33 -0.47 -0.05
C 0.314274 2.496369 1.301360 0.57 0.45 -1.26
O 0.672104 3.300462 0.443219 -0.37 -0.64 0.12
N -0.430591 1.362033 0.948300 0.87 0.54 1.79
C -0.915565 0.375644 1.942059 0.11 -1.20 -0.83
C -0.052225 -0.890782 1.941483 0.25 -1.19 0.70
C -0.526482 -2.116173 1.415394 1.81 0.36 0.77
C 0.270148 -3.275414 1.419706 1.34 1.21 0.81
C 1.570815 -3.235859 1.965823 -0.27 0.59 0.16
C 2.000296 -2.049585 2.607816 0.26 -0.60 -0.45
C 1.213033 -0.923555 2.577626 -1.19 0.51 -0.73
C -0.770283 1.143650 -0.423271 -2.52 1.20 -1.34
C -1.853600 1.852569 -0.879267 1.23 -1.58 0.12
C -2.424950 1.705053 -2.274455 1.14 0.97 -0.09
C -1.430615 1.011192 -3.198901 -0.71 -0.43 -1.26
C -0.840643 -0.221709 -2.570680 -0.68 -0.47 0.15
C -0.036653 0.148536 -1.319548 0.41 -0.19 -0.34
C 1.362241 0.629952 -1.746711 0.20 1.03 0.18
C 2.474424 0.226334 -0.761366 0.28 0.48 0.08
C 3.109605 -1.052788 -1.085864 0.75 -1.39 -0.42
N 3.636195 -2.049835 -1.370036 -0.84 1.43 0.45
H 2.380549 2.117166 4.805887 -0.02 -0.26 0.07
H 3.830065 2.997569 4.284304 -0.07 0.11 0.45
H 2.358410 3.866031 4.812221 0.01 0.35 0.29
H 2.586169 3.939390 2.302434 0.06 -0.54 0.21
H 2.827520 2.155717 2.379080 -0.01 0.15 -0.45
H 0.331334 3.749374 2.995569 -0.29 -0.23 0.15
H 0.532502 2.009514 3.396438 -0.31 0.01 0.39
H -1.917319 0.031514 1.652342 0.09 0.39 -0.20
H -1.052054 0.744711 2.961530 0.43 0.42 -0.32
H -1.466902 -2.175798 0.957228 -1.36 0.08 -0.51
H -0.068002 -4.200291 1.016881 -0.39 -0.42 -0.43
H 2.253512 -4.088596 1.855695 -0.46 0.34 0.27
H 2.964622 -1.916273 3.112473 -0.25 -0.59 -0.38
H 1.609695 -0.008175 2.986383 0.01 0.21 0.27
H -2.388694 2.493692 -0.190905 0.13 0.11 0.12
H -3.360735 1.163429 -2.242033 -0.32 -0.22 0.08
H -2.645981 2.699016 -2.714093 -0.04 -0.37 0.42
H -1.976318 0.680072 -4.109594 0.31 0.38 0.32
H -0.620808 1.663594 -3.543835 -0.20 0.20 0.21
H -1.682774 -0.915312 -2.335693 0.53 0.36 0.12
H -0.214914 -0.754794 -3.310754 -0.10 0.20 0.51
H 0.118669 -0.783522 -0.797087 0.03 -0.29 0.52
H 1.616921 0.298279 -2.762485 -0.10 -0.15 0.31
H 1.394439 1.736643 -1.788513 -0.23 -0.50 0.04
H 2.092943 0.156445 0.277700 0.24 0.22 -0.53
H 3.243295 1.022946 -0.830350 -0.19 -0.60 0.38
```
Positions in Å, forces in eV/Å.

The SMILES is CCCC(=O)N(Cc1ccccc1)C1=CCCC[C@H]1CCC#N. The LUMO energy is 0.700 eV. As for the strongest force on any atom: 3.10 eV Å⁻¹. The energy comes out at -26189.1327 eV. The orbital gap is 9.83 eV. The total charge is 0.

> What is the energy in the third record?

-162469.3661 eV

> Look up the energy of the fourth one.

-26189.1327 eV

> What is the energy in the second record?

-9908.8202 eV

> What is the formula in the second record?

C5H16N3